(1)
The molecule C18H24N2O5 in a non-equilibrium geometry. Source: the Open Molecules 2025 dataset; level of theory: ωB97M-V with the def2-TZVPD basis set.

```
49
Properties=species:S:1:pos:R:3
H 1.74992 1.56866 3.13274
C 0.83948 -4.85915 -1.26219
H -0.08099 -2.68410 -3.82608
C 0.30347 -2.46400 -1.00599
O -1.26803 -1.46366 0.36232
H 0.42203 -4.92400 -0.13899
H -1.86975 2.57819 -1.00794
C 0.18662 3.87271 1.54448
C 0.54598 -3.56839 -3.30092
H 1.29378 -2.20484 -1.01883
H 0.47320 -0.99378 2.78252
N -0.36028 0.56931 2.44815
O -0.44448 0.92383 -2.51288
H -1.46039 -1.81228 2.22251
H 2.03762 -4.75782 -1.37624
H -0.47770 2.78941 -2.99725
N -0.28730 -1.35707 -1.92048
C 0.35611 2.17685 -2.47885
O 0.02753 -3.00640 1.09688
H 2.69556 -0.09019 3.73747
H -1.04033 -3.81270 -1.85865
C 1.98436 0.68668 2.98143
C 1.20275 3.82768 0.75847
H 0.21735 -4.44024 -3.70003
C 1.47031 3.17293 -0.38773
H -2.98395 -1.52913 1.32207
C -0.92435 2.87542 -0.42570
O -2.96238 0.93747 1.94568
H 1.50995 -3.33317 -3.42561
H 2.34855 4.15046 1.32960
C -1.16258 3.50338 1.00507
H 2.43206 -0.66152 1.09055
H -0.23205 4.30540 2.57008
C 0.40329 0.05302 -2.11873
C 1.81563 0.00691 1.65314
C -0.32740 -2.34871 0.33229
H 0.36668 -5.80028 -1.65142
O 1.60952 0.13570 -1.45374
C -1.93548 -1.27803 1.42641
H -1.08001 -1.17086 -2.14541
H 1.37216 2.13623 -2.86250
C -0.06486 -3.59653 -2.06473
H 1.53061 0.80340 0.79798
C 0.27657 2.92804 -1.20004
H -2.03083 3.53577 1.46059
H 2.30772 3.22221 -0.88305
C -1.84472 0.13806 2.19143
C 0.61446 -0.16834 2.51722
H -0.48320 1.70277 2.46238
```

SMILES string = CC(C)[C@@H](NC(=O)OCc1ccccc1)C(=O)OCC(=O)NC1CC1
gap between HOMO and LUMO = 8.198 eV
ΔE to the lowest compared entry with this formula, charge and spin = 497.6 kcal per mole
DFT total energy = -32253.426 eV
LUMO = 0.30 eV
HOMO energy = -0.2903 Eh

natural (NBO) atomic charges, in units of e: 0.1704 -0.6720 0.1989 -0.1290 -0.4804 0.2233 0.2116 -0.2848 -0.6155 0.2439 0.1848 -0.6111 -0.4661 0.1811 0.2245 0.2182 -0.6273 -0.1305 -0.5236 0.2038 0.2054 -0.3614 -0.1945 0.2193 -0.1525 0.2073 -0.1922 -0.6286 0.2231 0.1892 -0.1486 0.2432 0.2548 0.8920 -0.4671 0.7971 0.2024 -0.7150 -0.1475 0.3369 0.2452 -0.1336 0.2247 -0.0778 0.2105 0.2034 0.6364 -0.0396 0.4474


(2)
The molecule C18H24N4O4 in a non-equilibrium geometry. Source: the Open Molecules 2025 dataset; level of theory: ωB97M-V with the def2-TZVPD basis set.

```
50
Properties=species:S:1:pos:R:3
C -1.47388 -2.20128 -0.79635
H -2.14282 -2.04156 1.79936
H 0.43970 -0.77343 4.19269
C 0.21956 0.44009 2.34168
H -3.91618 3.39327 1.03155
H 3.84501 4.51206 -1.13811
C -0.32334 -0.93786 2.10852
C -2.80143 3.11307 -0.82719
H 0.39843 -1.71599 1.89006
H -1.01110 0.83629 -0.31951
C 2.31170 0.66894 -0.41896
N 1.34135 1.45994 -0.81612
H -1.67708 -0.01734 -1.72650
H -0.88253 -3.45267 0.91657
H 3.25398 4.65819 0.51384
O 1.12502 -1.42508 -0.83836
H -1.64468 -4.30349 -0.44340
H -1.73754 3.10891 -1.06358
H -2.16859 3.18243 1.27548
H -3.23201 4.05716 -1.15282
H 4.39586 1.04495 0.27812
C -3.18215 0.81059 -0.41675
C 1.36404 -2.69592 -0.45954
C -1.80556 0.16707 -0.65893
O -1.64587 -2.15778 -2.00255
C -3.48489 1.89861 -1.45078
H -1.21453 -0.08107 3.95113
C 2.17116 -0.75781 -0.31576
H 4.79671 3.83814 0.19973
H -4.56204 2.06059 -1.51050
H 1.28405 0.59673 2.24719
N 2.46301 -2.78994 0.22289
C -1.67513 -1.11691 1.44674
C 0.41221 -3.78063 -0.78944
H -2.32002 -0.28701 1.74370
N 2.98255 -1.55528 0.31349
O 1.81201 2.72159 -0.75346
H -3.94403 0.02341 -0.40186
H -3.10646 1.65201 -2.43840
N -1.64214 -1.11867 -0.00522
C 3.08347 2.71505 -0.31410
H 0.82462 -4.72010 -0.42355
H 0.29048 -3.82588 -1.87454
H -0.37782 1.27934 2.02129
C 3.46367 1.42532 -0.07732
C -3.02408 2.86868 0.66750
C 3.79220 4.00839 -0.17424
C -0.27948 -0.37057 3.49647
O -3.23718 1.47453 0.84185
C -0.96640 -3.49549 -0.16559
```

SMILES string = Cc1cc(-c2nnc(CCC(=O)N(CC3CC3)C[C@@H]3CCCO3)o2)no1
gap between HOMO and LUMO = 9.325 eV
ΔE to the lowest compared entry with this formula, charge and spin = 98.1 kcal per mole
DFT total energy = -33203.652 eV
LUMO = 0.52 eV
HOMO energy = -0.3236 Eh

natural (NBO) atomic charges, in units of e: 0.6912 0.2028 0.2185 -0.4214 0.1726 0.2379 -0.2496 -0.4393 0.2117 0.2220 0.0683 -0.1083 0.2498 0.2142 0.2373 -0.3878 0.2404 0.2111 0.1763 0.2184 0.2512 0.0961 0.4814 -0.2659 -0.6506 -0.4254 0.2132 0.4245 0.2362 0.2089 0.2177 -0.2982 -0.2284 -0.4551 0.2425 -0.2691 -0.2648 0.1941 0.2227 -0.4348 0.3338 0.2466 0.2543 0.2165 -0.3322 -0.0677 -0.6607 -0.4178 -0.5521 -0.4833


(3)
A structure of composition C18H24N5PbSeTe. Source: the Open Molecules 2025 dataset; level of theory: ωB97M-V with the def2-TZVPD basis set.

```
50
Properties=species:S:1:pos:R:3
H 4.81997 2.11291 -2.27473
H 6.32307 0.55878 -3.44978
H 5.41621 -1.05140 -5.09486
C 2.53567 0.47747 -4.17613
C 1.58915 -5.34723 1.19035
H 2.97730 2.40889 1.23487
C -1.61447 1.12457 1.50266
H 0.85849 -4.64141 0.80793
Te 1.78767 2.77872 -2.28324
C 3.47051 -5.25294 2.85572
H -2.59184 3.00200 1.55357
C 4.96187 -6.84591 3.75231
H -2.17566 0.76232 2.36614
H 5.52130 -3.77451 5.14170
C 3.38819 -0.40262 -4.83223
C 4.04546 -4.26674 3.64211
H 1.08226 -6.15047 1.72279
H 2.16399 -5.76271 0.36355
Se 1.30866 -2.02470 1.68981
C 4.41226 1.40736 -2.98747
C -2.42147 2.21615 0.81535
C 5.25976 0.52912 -3.65126
C 5.53120 -5.85275 4.55749
H -0.67573 1.53723 1.87682
H -1.60372 2.50660 -2.42295
H 2.98544 -1.09791 -5.55780
N -1.27382 0.00126 0.60199
C 3.04370 1.38764 -3.24951
N -1.71333 1.96003 -1.57307
N 2.34202 1.64304 1.07109
H -3.41146 1.83388 0.53886
H 3.52087 -2.17931 3.71147
H -0.69815 -0.66115 1.12042
H -2.11108 -0.51826 0.35002
C 1.68175 1.22069 0.19786
N 3.36670 -3.09403 3.32522
Pb 0.23167 0.34259 -1.53444
C 3.91615 -6.56373 2.88729
H -0.75418 3.18026 -0.15748
C 4.75096 -0.37627 -4.57247
H 1.47829 0.47121 -4.41773
H 5.34913 -7.85449 3.80293
H -2.33612 3.76646 -0.65786
H -2.59759 1.46517 -1.65757
H 3.47125 -7.33189 2.26952
C 2.41364 -3.32072 2.39468
N 2.46782 -4.63820 2.10214
C -1.77465 2.86861 -0.39870
C 5.08227 -4.54182 4.51749
H 6.33999 -6.11346 5.22676
```

gap between HOMO and LUMO = 7.382 eV
net charge = +1
ΔE to the lowest compared entry with this formula, charge and spin = 29.4 kcal per mole
DFT total energy = -104387.512 eV
LUMO = -2.54 eV
HOMO energy = -0.3646 Eh

natural (NBO) atomic charges, in units of e: 0.2195 0.2228 0.2237 -0.2688 -0.4158 0.4480 -0.2220 0.2485 -0.0768 0.1635 0.2422 -0.2027 0.2055 0.2304 -0.1966 0.1042 0.2170 0.2158 -0.4002 -0.2501 -0.4263 -0.1901 -0.1961 0.2041 0.4048 0.2215 -0.8686 -0.2390 -0.8671 -0.6558 0.2033 0.4380 0.4084 0.3802 0.1790 -0.5331 1.0955 -0.2328 0.1997 -0.2056 0.2084 0.2287 0.2105 0.3828 0.2292 0.3026 -0.3730 -0.2235 -0.2224 0.2288


(4)
A structure of composition C18H24N5PdSSe. Source: the Open Molecules 2025 dataset; level of theory: ωB97M-V with the def2-TZVPD basis set.

```
50
Properties=species:S:1:pos:R:3
H 2.82680 1.67197 2.23314
H -0.35953 -0.26112 3.08605
H 1.01190 -2.03928 -2.02434
C -0.23782 -3.08290 0.80941
H 1.71552 -1.07592 3.02020
H 1.94940 0.31354 4.07529
H -3.02232 -2.76780 -0.39008
H 0.07129 -6.07540 -0.87737
N -0.80833 -5.22948 1.54787
Se -1.23043 -4.10087 2.84426
C -2.75736 -3.28596 -2.45253
H -1.50007 -1.23395 -4.82393
N 0.31279 0.38469 2.70080
C -2.12147 -1.15608 -1.47962
H 0.98513 -4.43418 -2.55478
Pd 0.12454 -0.14239 0.11929
H 3.70658 0.17566 2.41925
C -0.79714 2.27634 1.54215
C 0.62276 -4.12662 -1.58476
H 3.28902 2.41122 -0.32463
C -1.81569 -1.58223 -3.84871
C 2.34911 1.86300 -0.39683
C 1.21772 2.67891 0.19579
C -1.72322 -0.73931 -2.75315
H -2.39230 -3.52902 -4.55310
C 0.65168 -2.73198 -1.27437
C -1.84177 -0.29290 -0.29152
C -2.65821 -2.43596 -1.35790
C 1.66651 0.01406 3.05547
C -0.08873 1.77343 2.80939
C 2.74149 0.58986 2.12986
N -0.63467 -2.66510 1.99177
H -0.77491 1.94534 3.64389
N 0.24541 -2.22019 -0.14662
N -0.06508 1.92743 0.29547
H -2.35158 -0.67362 0.59687
H -1.32938 0.26337 -2.88549
H 2.17263 1.64940 -1.45196
C -2.32112 -2.86843 -3.69916
H -0.92436 3.36171 1.61068
H 1.07182 3.59172 -0.38670
C -0.32258 -4.49961 0.56350
H -3.18552 -4.27301 -2.33053
H 0.78725 2.38849 3.02586
H -2.19973 0.72068 -0.50321
H 1.49344 3.00143 1.19708
S 2.51088 0.22009 0.35552
H -1.78798 1.82957 1.46867
C 0.13240 -5.01237 -0.68865
H -0.65157 2.18030 -0.49311
```

gap between HOMO and LUMO = 6.539 eV
net charge = +1
ΔE to the lowest compared entry with this formula, charge and spin = 0.0 kcal per mole
DFT total energy = -106161.618 eV
LUMO = -4.03 eV
HOMO energy = -0.3884 Eh

natural (NBO) atomic charges, in units of e: 0.2198 0.4024 0.2242 0.2505 0.2178 0.1915 0.2074 0.2481 -0.5896 1.0309 -0.2026 0.2201 -0.6765 -0.0585 0.2460 0.6186 0.2489 -0.2296 -0.2536 0.2446 -0.2230 -0.5353 -0.2463 -0.1720 0.2230 0.1508 -0.5946 -0.2362 -0.2225 -0.2411 -0.5410 -0.6523 0.2165 -0.4513 -0.5978 0.2069 0.1951 0.2444 -0.2273 0.2029 0.2236 0.1245 0.2210 0.1907 0.1815 0.2052 0.2969 0.2222 -0.1323 0.4075


(5)
A structure of composition C18H24N8ReS4 in a non-equilibrium geometry. Source: the Open Molecules 2025 dataset; level of theory: ωB97M-V with the def2-TZVPD basis set.

```
55
Properties=species:S:1:pos:R:3
C 1.03224 -2.26136 4.85361
H 2.93988 1.75146 -3.55586
H 1.21959 0.77454 3.38641
H 2.58427 0.00847 0.68763
H -6.07663 -2.23762 -1.66075
C -2.65722 4.45800 0.42166
Re -0.22891 -0.09133 0.67798
H 1.59217 2.32526 -1.02434
N -3.53675 5.16437 0.64181
C 0.30499 -2.89753 3.85895
H 1.04863 3.00941 -2.39330
C 0.97374 -0.26762 3.53594
H -1.37602 -0.48044 -1.64233
H -0.80341 1.04435 -1.72645
N 0.27979 -0.87367 2.56191
H 2.64106 3.22382 -1.93884
N -0.51348 0.05526 -1.53992
H 0.01211 -3.93510 3.94696
H 1.56728 0.08748 -4.29341
H 1.33041 -2.79880 5.74346
H 0.44152 1.34999 -3.85545
N -1.35063 -1.82720 0.83737
N -0.75278 4.57929 3.35870
C -0.70906 3.26867 1.14279
H 0.92113 -2.23096 -1.51649
H 1.88375 -0.37238 5.46115
S 0.59747 2.12432 1.14083
C -1.04367 -2.66337 1.77506
C 1.42938 -1.44795 -2.08685
C 2.52113 -0.81684 -1.22721
H -5.26392 -2.89985 -0.22141
C -0.77497 4.00739 2.35996
C 3.17781 0.40552 -1.90615
H 3.92906 -0.01315 -2.57630
C 2.31341 1.34150 -2.76458
C 0.40890 -0.44617 -2.61910
C 1.14545 0.62298 -3.44150
N -2.52953 -1.95896 0.17004
H -0.21718 -0.98318 -3.33325
H 3.32755 -1.54795 -1.14521
C -1.59392 3.54815 0.10968
H 2.08153 -1.52909 0.61977
C -0.08196 -2.18078 2.73623
S -2.47687 0.65867 0.74623
C 1.35359 -0.91968 4.69523
S -1.60313 2.96014 -1.48558
S -4.68316 -0.62020 -0.68445
H 1.90150 -1.92516 -2.94693
H 3.73164 0.99611 -1.16942
C -3.16041 -0.83342 0.06255
N 1.98546 -0.62511 0.16266
N 1.88407 2.54101 -1.99209
C -5.13327 -2.31084 -1.12536
H -4.36977 -2.74601 -1.76365
H -1.62385 -3.56441 1.94158
```

gap between HOMO and LUMO (alpha / beta) = 5.184 / 4.950 eV
net charge = +2
multiplicity = 2
ΔE to the lowest compared entry with this formula, charge and spin = 52.3 kcal per mole
DFT total energy = -76431.655 eV
LUMO (alpha / beta) = -8.16 / -8.35 eV
HOMO energy (alpha / beta) = -0.4905 / -0.4887 Eh

natural (NBO) atomic charges, in units of e: -0.1001 0.2449 0.2420 0.4004 0.2630 0.1865 0.8574 0.4488 -0.1709 -0.1736 0.4685 0.0897 0.4155 0.4282 -0.4757 0.4468 -0.8670 0.2577 0.2619 0.2614 0.2444 -0.2736 -0.2135 -0.3822 0.2267 0.2661 0.0719 0.1029 -0.4202 -0.0471 0.2464 0.2048 -0.4448 0.2685 -0.0581 -0.0549 -0.4335 -0.3713 0.2356 0.2286 -0.1744 0.4058 0.1199 0.1511 -0.2070 -0.1994 0.4450 0.2508 0.2302 -0.1184 -0.8169 -0.7122 -0.7439 0.2378 0.2494


(6)
A structure of composition C18H24N9O6STc in a non-equilibrium geometry. Source: the Open Molecules 2025 dataset; level of theory: ωB97M-V with the def2-TZVPD basis set.

```
59
Properties=species:S:1:pos:R:3
C 1.03600 -5.08017 -0.99632
H 1.56780 0.22063 -2.97772
C -2.50890 2.41543 1.73408
N -3.60620 3.19653 1.80868
N -1.73120 1.92073 4.09158
O -2.31110 -0.42857 0.52328
H 2.33510 -6.20907 1.92648
H 2.11260 0.36903 -0.47272
N 3.07200 4.30493 0.42698
C -1.70670 1.80833 2.74548
C -0.11870 2.33523 -3.41202
C 0.76710 -3.77747 -0.62902
C -1.85050 0.50223 -3.54942
H 0.76430 -0.04807 3.45798
H -4.83160 4.11563 0.32038
H -0.49710 1.09873 5.62868
C -3.06210 2.90933 -0.28872
H -2.62090 1.21413 -3.27242
C -3.97140 3.51223 0.53398
N 2.70240 2.03723 0.46348
C 0.93510 -1.87357 0.97528
H 4.06170 4.17423 0.56308
C 0.59470 -0.09067 -3.34752
H 0.36610 -1.06897 -2.93542
C -0.70030 1.17213 4.58058
C 1.10420 -3.32517 0.64648
H -4.11160 3.45423 2.64258
H 1.88940 -3.84927 2.56838
O -3.44540 -0.08397 0.99008
H 0.85820 2.60863 -3.02342
N -0.68110 0.92223 -1.55942
C 1.62590 -5.93667 -0.07322
N -0.70500 1.01603 2.36978
H 0.32120 -3.09047 -1.33262
H 1.98990 0.27593 1.17778
O 1.78600 -7.58057 -1.63672
N 1.99410 -7.27907 -0.48292
Tc -0.79330 0.61023 0.22298
C 1.90490 -5.51457 1.22148
C 2.21090 3.28223 0.35958
H -2.13160 -0.47867 -3.17772
H 3.70440 1.90413 0.58898
H -3.00890 2.92133 -1.35592
H 0.81000 -5.43867 -1.98932
C 1.64870 -4.20457 1.57798
H -0.84180 3.05683 -3.04702
N 1.88280 0.91013 0.36308
O 2.50210 -7.99437 0.35048
H 2.71430 5.23953 0.32728
H -2.40320 2.41463 4.65748
S 0.56970 3.56723 0.16548
H -0.09600 2.36223 -4.49752
H 0.64150 -0.16387 -4.43072
O 1.58070 -1.34717 1.88868
C -0.07310 0.61963 3.50008
N -2.15500 2.23753 0.46068
O 0.16600 -1.23547 0.18088
C -0.49200 0.92093 -2.92062
H -1.76520 0.46863 -4.63162
```

gap between HOMO and LUMO (alpha / beta) = 6.659 / 6.300 eV
net charge = +1
multiplicity = 2
ΔE to the lowest compared entry with this formula, charge and spin = 37.9 kcal per mole
DFT total energy = -57773.764 eV
LUMO (alpha / beta) = -4.17 / -4.55 eV
HOMO energy (alpha / beta) = -0.3980 / -0.3987 Eh

natural (NBO) atomic charges, in units of e: -0.1930 0.2092 0.3357 -0.4695 -0.4689 -0.2276 0.2556 0.3776 -0.7756 0.3267 -0.5930 -0.1273 -0.5843 0.2724 0.2464 0.2444 -0.0480 0.2085 -0.0461 -0.4399 0.8036 0.3966 -0.5830 0.2246 -0.0532 -0.1503 0.4377 0.2378 -0.1686 0.2222 -0.1408 0.0309 -0.4769 0.2212 0.4262 -0.3646 0.5266 1.2373 -0.1853 0.3065 0.2251 0.3862 0.2365 0.2515 -0.1605 0.2148 -0.6531 -0.3609 0.4305 0.4380 -0.2870 0.2249 0.2388 -0.7120 -0.0492 -0.4044 -0.7223 0.0243 0.2271


Question: Which value of ΔE to the lowest compared entry with this formula, charge and spin does entry 4 give?
Answer: 0.0 kcal per mole


Question: Among the records above, which one has the lowest DFT total energy?
Answer: C18H24N5PdSSe